1.
43
Properties=species:S:1:pos:R:3:forces:R:3:nbo_charge:R:1 method="wB97M-V/def2-TZVPD" fmax_ev_per_a=0.561 smiles="CCO[C@@](C#N)(CON=O)[C@H](C#N)P(=N)(O)O.CCOS(C)(=O)=O" molar_mass_g_mol=386.32 orbital_gap_ev=9.4
C -2.629 -1.059 0.871 0.161 0.266 0.188 -0.648
C -1.840 -0.549 -0.324 -0.330 0.141 -0.056 -0.073
O -0.441 -0.390 -0.105 -0.131 0.040 0.112 -0.509
C 0.352 -1.495 0.209 0.292 -0.175 -0.112 0.180
C 1.713 -1.179 -0.310 -0.213 0.121 0.183 0.292
N 2.770 -0.970 -0.697 0.198 0.026 -0.168 -0.300
C 0.450 -1.632 1.752 -0.193 0.091 0.006 -0.117
O 1.734 -2.080 2.138 -0.144 0.248 0.221 -0.465
N 1.714 -2.815 3.422 0.434 -0.282 -0.218 0.434
O 1.139 -3.809 3.339 -0.329 0.117 0.144 -0.203
C -0.064 -2.825 -0.489 0.158 -0.277 -0.309 -0.723
C 0.812 -3.918 -0.062 -0.084 0.134 0.191 0.267
N 1.507 -4.767 0.270 -0.009 -0.128 -0.042 -0.277
P 0.002 -2.730 -2.372 -0.219 0.328 -0.187 2.251
N -0.005 -1.291 -2.896 0.248 -0.394 0.114 -1.322
O -1.305 -3.564 -2.760 0.231 -0.066 0.190 -0.971
O 1.168 -3.731 -2.806 -0.012 0.102 0.056 -0.978
H -2.318 -2.044 1.223 -0.147 -0.048 -0.136 0.188
H -2.515 -0.363 1.705 0.022 -0.045 -0.012 0.225
H -3.689 -1.080 0.614 0.039 -0.142 -0.017 0.230
H -2.030 -1.118 -1.240 0.117 -0.134 0.106 0.185
H -2.180 0.465 -0.536 0.107 -0.007 -0.063 0.217
H -0.333 -2.300 2.125 0.063 -0.077 -0.120 0.189
H 0.263 -0.629 2.147 0.069 -0.024 0.005 0.211
H -1.080 -3.121 -0.218 -0.027 0.284 0.070 0.286
H 0.757 -1.081 -3.530 -0.209 0.235 -0.092 0.401
H -1.302 -4.454 -2.381 -0.094 -0.093 -0.116 0.506
H 2.042 -3.317 -2.778 0.028 -0.100 0.061 0.525
O -0.929 3.184 1.691 -0.078 -0.017 -0.012 -0.953
S -0.400 4.317 0.988 0.162 -0.009 0.012 2.389
O -1.187 4.932 -0.036 -0.067 -0.004 0.014 -0.937
O 1.030 3.945 0.420 -0.054 0.073 -0.009 -0.724
C 1.130 2.710 -0.339 0.048 -0.427 -0.180 -0.084
C 0.624 2.848 -1.757 -0.084 0.146 0.020 -0.642
C 0.123 5.544 2.134 0.014 0.014 0.044 -0.887
H 0.596 1.924 0.196 -0.016 0.043 0.039 0.209
H 2.189 2.461 -0.328 0.027 0.128 0.082 0.201
H -0.452 3.017 -1.782 -0.001 -0.017 0.007 0.223
H 0.841 1.930 -2.305 0.011 -0.020 0.033 0.229
H 1.106 3.689 -2.257 0.038 -0.037 -0.021 0.214
H 0.751 5.075 2.886 0.001 -0.003 -0.004 0.251
H -0.777 5.955 2.586 -0.012 -0.011 -0.016 0.253
H 0.663 6.315 1.593 -0.010 0.000 -0.009 0.254


2.
68
Properties=species:S:1:pos:R:3:forces:R:3:nbo_charge:R:1 method="wB97M-V/def2-TZVPD" total_charge=-1 fmax_ev_per_a=1.431 molar_mass_g_mol=664.44 orbital_gap_ev=5.5
Pd 1.108 -1.451 0.345 -1.097 0.093 0.347 0.027
C 3.203 -0.108 4.305 0.107 -0.013 -0.036 -0.226
C 3.370 0.284 2.984 -0.072 0.002 0.055 -0.222
C 2.259 0.607 2.212 -0.040 0.035 0.128 -0.210
C 0.972 0.530 2.741 -0.068 0.086 0.008 -0.286
C 0.819 0.127 4.066 0.202 -0.057 0.118 -0.214
C 1.926 -0.183 4.844 -0.184 0.021 -0.007 -0.210
P -0.502 0.803 1.658 0.454 -0.383 -0.160 0.827
C -1.445 2.066 2.591 -0.188 0.233 0.196 -0.234
C -0.950 2.841 3.643 -0.140 0.003 -0.061 -0.249
C -1.716 3.862 4.199 -0.004 -0.032 -0.042 -0.221
C -2.991 4.130 3.720 0.067 -0.039 0.004 -0.227
C -3.493 3.377 2.665 0.068 -0.097 -0.050 -0.226
C -2.723 2.368 2.101 0.039 0.079 0.129 -0.230
C -1.348 -0.782 2.043 -0.217 -0.010 0.133 -0.396
C -2.558 -0.901 2.731 0.142 -0.143 -0.143 -0.261
C -3.095 -2.167 2.955 -0.021 0.130 0.020 -0.261
C -2.411 -3.285 2.500 0.201 -0.078 -0.148 -0.262
C -1.191 -3.147 1.829 -0.350 0.236 0.168 -0.209
C -0.607 -1.893 1.570 0.285 -0.207 0.279 -0.416
H 4.065 -0.368 4.909 -0.020 0.004 -0.018 0.199
H 4.359 0.323 2.544 0.006 0.017 0.013 0.204
H 2.400 0.895 1.182 -0.041 0.042 -0.175 0.223
H -0.180 0.023 4.476 0.020 -0.006 0.001 0.221
H 1.790 -0.506 5.870 0.002 0.004 -0.008 0.200
H 0.043 2.650 4.032 -0.026 -0.003 -0.010 0.220
H -1.312 4.450 5.016 0.004 -0.008 -0.006 0.201
H -3.586 4.922 4.159 0.006 -0.003 -0.002 0.198
H -4.483 3.584 2.274 0.017 -0.012 -0.003 0.202
H -3.110 1.800 1.260 -0.002 0.029 0.014 0.217
H -3.080 -0.025 3.101 -0.005 0.008 -0.009 0.201
H -4.036 -2.272 3.487 0.031 -0.002 -0.012 0.189
H -2.825 -4.277 2.671 0.018 0.054 -0.001 0.187
H -0.686 -4.046 1.494 0.017 -0.038 0.007 0.180
Cl 2.914 -2.908 -1.356 0.722 -0.424 0.141 0.046
C 1.778 -3.110 -2.630 -0.568 0.205 -0.430 -0.027
C 1.824 -4.253 -3.411 0.106 -0.009 0.072 -0.236
C 0.901 -4.424 -4.433 0.011 -0.042 -0.009 -0.216
C -0.058 -3.452 -4.666 -0.061 0.072 -0.022 -0.242
C -0.094 -2.307 -3.878 0.046 -0.024 -0.040 -0.139
C 0.821 -2.107 -2.847 -0.115 -0.257 0.095 -0.379
P 0.779 -0.702 -1.663 1.407 0.008 -0.261 0.880
C -0.750 0.141 -2.107 -0.460 0.145 -0.051 -0.390
C -1.889 -0.288 -1.416 -0.059 0.079 -0.109 -0.184
C -3.120 0.308 -1.656 0.057 -0.022 -0.003 -0.221
C -3.222 1.353 -2.569 0.071 -0.034 0.031 -0.224
C -2.090 1.797 -3.239 0.064 0.024 -0.023 -0.229
C -0.856 1.195 -3.012 -0.187 -0.062 0.017 -0.155
C 2.066 0.353 -2.472 -0.281 0.402 -0.157 -0.225
C 2.409 1.521 -1.776 0.071 -0.065 -0.167 -0.245
C 3.367 2.395 -2.267 -0.036 -0.079 0.004 -0.208
C 4.027 2.104 -3.459 -0.026 -0.020 0.023 -0.238
C 3.707 0.946 -4.151 0.011 -0.026 -0.001 -0.220
C 2.724 0.084 -3.671 0.025 0.002 0.081 -0.251
H 2.576 -5.005 -3.209 -0.012 0.018 0.000 0.219
H 0.928 -5.321 -5.040 0.023 0.018 0.029 0.206
H -0.782 -3.586 -5.461 0.015 0.027 0.036 0.205
H -0.848 -1.552 -4.066 0.009 -0.012 0.028 0.214
H -1.785 -1.076 -0.674 -0.026 0.064 -0.060 0.256
H -3.996 -0.030 -1.116 0.029 -0.010 -0.001 0.211
H -4.179 1.829 -2.748 0.003 -0.004 0.002 0.202
H -2.167 2.618 -3.943 0.014 -0.019 0.018 0.200
H 0.024 1.545 -3.538 -0.011 0.012 -0.002 0.209
H 1.907 1.726 -0.837 -0.022 0.056 0.010 0.225
H 3.613 3.296 -1.718 -0.022 -0.021 0.000 0.204
H 4.787 2.775 -3.840 -0.010 -0.010 0.007 0.201
H 4.220 0.713 -5.078 -0.018 -0.001 0.018 0.201
H 2.475 -0.811 -4.232 0.018 0.067 -0.006 0.213


3.
88
Properties=species:S:1:pos:R:3:forces:R:3:mulliken_charge:R:1 method="wB97M-V/def2-TZVPD" fmax_ev_per_a=4.756 smiles="CCOCCOC[C@@H]1[C@](B(N)O)(B(O)OCC)C(=O)O[C@@]1(CCCCl)P(O)(O)=S.CCOCC.CCOCC" molar_mass_g_mol=623.75 orbital_gap_ev=8.5
C -2.744 -7.105 -1.794 -0.430 0.448 0.560 -0.822
C -3.868 -6.066 -1.280 0.463 -2.224 -0.959 -0.115
O -3.734 -5.950 0.156 -0.127 1.927 -1.291 -0.391
C -3.415 -4.610 0.592 0.066 -0.242 1.761 -0.361
C -1.897 -4.610 1.115 -0.677 -0.919 0.464 -0.218
O -0.937 -3.995 0.225 -0.818 1.319 0.502 -0.268
C -1.229 -2.562 0.136 -0.825 0.800 -0.091 -0.487
C 0.060 -1.704 -0.292 1.528 -1.627 1.818 -0.312
C -0.063 -0.095 -0.226 -0.362 -0.292 -1.158 0.585
B 1.296 0.793 -0.126 2.263 0.723 -0.012 0.284
N 1.260 2.203 0.423 0.322 -1.620 -1.202 -0.429
O 2.612 0.346 -0.580 -2.604 0.772 -0.096 -0.726
B -1.060 0.568 0.878 -1.990 0.622 0.504 1.035
O -2.431 0.876 0.466 1.925 -1.734 1.151 -0.929
O -0.744 0.851 2.252 -0.312 -2.325 -2.057 -0.472
C -0.183 -0.287 2.949 0.507 0.309 2.400 0.291
C -1.324 -1.193 3.681 0.915 -0.925 -1.325 -0.786
C -0.436 0.097 -1.801 -1.038 0.029 0.938 -0.219
O -1.329 0.765 -2.333 3.882 -2.482 1.179 -0.578
O 0.542 -0.776 -2.418 -1.096 0.399 -0.761 -0.320
C 0.737 -2.062 -1.735 -2.448 0.132 0.802 1.062
C 0.051 -3.195 -2.638 -0.029 0.244 -0.207 -1.565
C -1.419 -2.845 -3.166 -0.063 -1.546 -1.079 0.120
C -1.605 -3.658 -4.564 -0.422 0.215 0.596 -0.676
Cl -1.113 -5.442 -4.315 -0.384 1.136 -0.290 -0.201
P 2.560 -2.690 -1.672 2.261 0.592 -1.077 0.569
O 3.277 -2.499 -0.141 -1.860 -1.355 -1.491 -0.528
O 2.652 -4.372 -2.076 -0.931 2.351 2.885 -0.498
S 3.556 -1.749 -3.040 -0.396 -0.432 0.614 -0.435
H -2.926 -7.399 -2.890 0.439 0.528 1.695 0.315
H -2.777 -8.031 -1.126 -0.051 1.204 -0.978 0.306
H -1.737 -6.598 -1.635 -1.174 -0.805 -0.501 0.070
H -4.882 -6.571 -1.489 1.310 1.173 0.205 0.319
H -3.721 -5.098 -1.860 -0.468 -1.025 0.978 0.099
H -3.669 -3.786 -0.151 0.494 -1.227 0.667 0.353
H -4.075 -4.412 1.521 0.951 -0.286 -1.402 0.273
H -1.606 -5.717 1.248 -0.358 1.756 -0.447 0.427
H -1.885 -4.167 2.179 0.253 -0.183 -1.583 0.038
H -2.105 -2.339 -0.578 1.308 -0.473 0.892 0.069
H -1.625 -2.277 1.185 0.904 0.084 -1.530 0.408
H 0.826 -2.062 0.492 -1.009 0.738 -1.037 0.181
H 0.922 2.864 -0.291 0.043 -0.083 0.804 0.250
H 2.217 2.443 0.739 -0.800 0.166 -0.588 0.150
H 2.772 0.920 -1.371 0.367 -0.714 0.942 0.260
H -2.959 0.234 1.004 0.197 1.185 -0.399 0.268
H 0.438 0.149 3.819 -0.785 -0.575 -1.525 0.421
H 0.545 -0.910 2.329 -1.163 0.781 0.527 -0.076
H -1.139 -2.270 3.317 -0.415 1.443 0.710 0.093
H -2.367 -0.912 3.318 1.355 -0.152 0.787 0.205
H -1.202 -1.214 4.810 -0.411 0.343 -1.510 0.330
H 0.077 -4.206 -2.097 -0.212 1.662 -0.712 0.331
H 0.730 -3.332 -3.562 -0.991 0.350 1.406 0.798
H -2.237 -3.271 -2.478 1.299 0.845 -0.851 -0.198
H -1.600 -1.747 -3.400 0.339 -1.382 0.469 0.156
H -2.712 -3.715 -4.876 1.897 0.285 0.352 0.396
H -0.924 -3.278 -5.390 -1.026 -0.402 1.115 0.430
H 2.898 -3.117 0.522 0.297 0.468 -0.367 0.346
H 2.479 -4.827 -1.209 0.168 -0.069 -1.152 0.361
C 5.708 3.705 -1.270 0.240 -0.063 0.052 -1.005
C 5.117 4.658 -0.245 -0.026 -0.107 -0.062 -0.338
O 5.131 4.140 1.078 -0.203 -0.031 0.072 -0.405
C 6.409 3.865 1.634 0.026 0.050 0.091 -0.317
C 7.288 5.097 1.763 0.030 0.139 -0.222 -1.051
H 5.255 2.715 -1.184 -0.035 0.083 -0.017 0.225
H 5.547 4.084 -2.281 -0.005 -0.013 0.066 0.394
H 6.785 3.585 -1.127 -0.050 0.018 -0.085 0.287
H 4.067 4.833 -0.495 0.027 -0.023 0.233 0.327
H 5.612 5.634 -0.280 0.061 -0.019 -0.032 0.325
H 6.913 3.079 1.062 0.049 0.044 -0.040 0.303
H 6.228 3.456 2.632 -0.197 0.017 -0.139 0.326
H 7.590 5.476 0.784 0.064 -0.022 0.064 0.261
H 8.196 4.861 2.324 -0.073 -0.001 -0.029 0.390
H 6.754 5.901 2.275 0.031 -0.113 0.036 0.285
C -3.299 3.944 0.269 -0.055 0.043 0.192 -0.604
C -2.619 5.295 0.396 -0.122 -0.091 -0.091 -0.476
O -3.506 6.341 0.771 -0.027 0.190 -0.062 -0.430
C -4.137 6.208 2.036 0.057 0.089 0.005 -0.281
C -3.160 6.185 3.198 0.186 -0.195 0.001 -0.960
H -4.183 4.014 -0.371 0.113 0.037 -0.044 0.311
H -2.612 3.209 -0.154 -0.111 0.062 0.037 0.124
H -3.629 3.570 1.242 0.097 -0.082 -0.067 0.212
H -2.210 5.575 -0.578 -0.121 0.188 0.100 0.345
H -1.771 5.247 1.088 -0.014 -0.069 0.053 0.292
H -4.786 5.325 2.048 0.047 -0.060 0.052 0.284
H -4.793 7.076 2.144 0.086 -0.026 -0.216 0.343
H -2.558 5.274 3.195 -0.049 0.022 0.066 0.179
H -3.697 6.228 4.149 0.019 0.011 -0.068 0.387
H -2.472 7.033 3.141 -0.122 -0.004 0.007 0.283


4.
14
Properties=species:S:1:pos:R:3:forces:R:3:nbo_charge:R:1 method="wB97M-V/def2-TZVPD" total_charge=-1 fmax_ev_per_a=3.600 molar_mass_g_mol=103.10 orbital_gap_ev="7.9 / 7.9"
C 1.115 0.100 -0.458 1.091 2.549 0.803 0.627
C 2.360 0.676 0.374 -1.900 -2.870 1.055 -0.747
C -1.989 -1.091 -0.259 1.173 -2.603 1.947 -0.508
N 0.007 0.777 -0.338 -1.000 -1.086 -1.746 -0.886
N -1.883 0.021 0.715 0.118 -0.431 0.316 0.145
O -2.632 0.940 0.480 -0.373 -0.088 0.025 -0.399
O 1.286 -0.877 -1.173 0.367 -1.603 -0.910 -0.757
H 1.820 1.052 1.298 1.393 -0.495 -0.603 0.193
H 2.930 1.446 -0.077 0.434 0.718 -0.700 0.196
H 2.952 -0.292 0.483 -0.250 1.576 0.525 0.205
H -2.336 -2.093 0.311 0.506 2.333 -1.082 0.163
H -2.631 -0.798 -1.015 -1.654 0.374 -1.548 0.179
H -1.005 -1.300 -0.712 -0.330 0.087 0.493 0.275
H 0.005 1.438 0.371 0.423 1.542 1.426 0.314